The following is a DFT calculation (ωB97M-V/def2-TZVPD) of a structure of composition C2H5N3O2 at a distorted geometry.

The geometry in XYZ format:
```
12
Properties=species:S:1:pos:R:3:forces:R:3:lowdin_charge:R:1
C 1.080 0.041 -0.120 2.3 5.6 0.6 -0.582
C -1.514 -0.066 0.391 -4.0 1.7 2.0 -0.261
H 2.536 1.412 0.666 0.5 -5.8 -1.4 0.240
H 3.117 -0.670 0.711 -2.6 3.1 -1.2 0.148
H 0.987 1.981 -0.363 0.0 -0.5 -0.5 0.052
H -0.757 -0.671 -1.399 -0.3 -0.5 0.6 0.148
H -0.972 -0.373 1.457 -1.7 1.7 -1.9 0.180
N 2.494 0.167 0.234 -0.3 1.6 2.1 0.024
N 0.438 1.129 -0.500 0.7 -2.3 0.7 0.110
N -0.845 -1.056 -0.433 -1.7 2.2 -1.4 0.025
O 0.446 -1.082 0.068 1.4 -2.2 -0.1 -0.054
O -2.562 0.681 0.206 5.9 -4.5 0.6 -0.032
```
Positions in Å, forces in eV/Å.

energy relative to the best compared isomer or geometry (same formula, charge and spin)	6.375	eV

=====

The following is a DFT calculation (ωB97M-V/def2-TZVPD) of an isolated molecule of C21H28N2O3.

The geometry in XYZ format:
```
54
Properties=species:S:1:pos:R:3:forces:R:3:lowdin_charge:R:1
C -8.678 -2.402 -1.197 -0.1 0.0 0.0 0.013
C -7.371 -2.343 -1.037 0.3 0.3 0.1 -0.146
C -6.688 -1.542 0.029 -0.2 -0.2 0.3 -0.216
O -5.576 -0.892 -0.558 0.1 0.1 -0.2 -0.041
C -4.799 -0.091 0.217 0.2 0.1 0.1 -0.256
C -3.751 0.552 -0.444 -0.1 0.0 0.1 0.048
C -2.893 1.390 0.247 -0.4 0.0 0.1 -0.154
C -3.079 1.603 1.609 0.1 0.0 0.0 -0.032
C -4.111 0.960 2.264 0.1 0.1 0.0 -0.071
C -4.971 0.115 1.582 -0.3 -0.2 -0.1 -0.021
H -5.771 -0.368 2.121 -0.1 -0.1 0.0 0.102
H -4.258 1.118 3.322 0.0 0.0 0.1 0.106
H -2.420 2.272 2.141 0.1 0.1 0.1 0.117
C -1.823 2.147 -0.482 -0.1 0.0 -0.1 -0.425
O -1.923 3.346 -0.673 -0.1 0.2 0.1 0.074
N -0.777 1.419 -0.933 0.1 -0.1 -0.2 -0.045
C -0.492 0.054 -0.567 0.0 -0.4 0.4 -0.139
H -1.360 -0.386 -0.075 0.1 0.0 -0.1 0.117
C 0.728 0.001 0.357 0.0 0.0 -0.4 -0.131
H 0.944 -1.040 0.605 0.0 0.0 0.1 0.119
C 1.938 0.652 -0.317 0.0 0.1 0.4 -0.332
C 1.566 2.082 -0.716 0.0 -0.3 -0.3 -0.124
C 0.324 2.079 -1.604 0.1 0.5 0.0 -0.127
H 0.006 3.098 -1.832 0.1 -0.2 -0.1 0.122
H 0.536 1.546 -2.538 0.0 0.0 0.0 0.135
H 2.385 2.553 -1.260 0.1 0.1 0.0 0.115
H 1.362 2.672 0.181 0.0 0.1 0.1 0.129
C 3.159 0.617 0.609 -0.1 0.0 -0.3 -0.152
C 4.479 0.867 -0.134 -0.1 0.0 0.0 -0.093
C 4.770 -0.280 -1.079 0.1 0.3 0.2 -0.495
O 4.342 -0.331 -2.214 -0.2 0.1 -0.4 0.053
N 5.512 -1.299 -0.579 0.4 -0.7 -0.2 0.103
C 6.129 -1.381 0.703 0.0 0.2 0.3 -0.320
C 7.368 -2.207 0.842 0.0 -0.1 0.0 -0.100
C 7.462 -0.715 0.930 0.0 0.1 0.1 -0.102
H 7.654 -0.261 1.890 0.0 0.0 0.1 0.098
H 7.903 -0.189 0.097 0.0 0.0 -0.1 0.106
H 7.497 -2.789 1.742 -0.1 0.0 0.1 0.099
H 7.756 -2.684 -0.045 0.0 0.0 -0.1 0.102
H 5.427 -1.387 1.531 0.2 0.0 0.1 0.139
H 5.698 -2.048 -1.233 -0.2 0.1 0.0 0.152
H 4.397 1.778 -0.726 0.1 0.0 0.0 0.117
H 5.292 0.983 0.581 0.0 0.1 0.0 0.106
H 3.207 -0.361 1.096 0.0 0.0 0.1 0.111
H 3.043 1.371 1.391 0.0 0.0 0.1 0.122
H 2.177 0.089 -1.226 0.0 0.0 0.0 0.135
H 0.496 0.532 1.284 0.0 0.0 0.1 0.126
H -0.279 -0.514 -1.480 -0.1 0.0 0.0 0.134
H -3.632 0.388 -1.503 0.0 0.0 -0.1 0.137
H -7.380 -0.809 0.464 0.1 -0.1 0.0 0.131
H -6.345 -2.220 0.828 0.0 0.2 -0.1 0.134
H -6.698 -2.885 -1.685 0.0 -0.1 -0.1 0.106
H -9.355 -1.856 -0.560 -0.1 0.2 0.1 0.059
H -9.128 -3.005 -1.966 0.0 -0.2 -0.1 0.053
```
Positions in Å, forces in eV/Å.

energy relative to the best compared isomer or geometry (same formula, charge and spin)	3.106	eV

=====

The following is a DFT calculation (ωB97M-V/def2-TZVPD) of a structure of composition C2H3OP at a distorted geometry.

The geometry in XYZ format:
```
7
Properties=species:S:1:pos:R:3:forces:R:3:lowdin_charge:R:1
C 0.151 0.955 0.032 -0.6 -0.7 -0.4 -0.362
C -0.383 -0.529 -0.004 0.5 1.6 4.0 -0.343
O 0.953 -1.110 0.020 -0.5 -0.4 -0.4 -0.479
P 1.733 0.362 0.007 -1.4 0.5 0.0 0.907
H -0.477 1.863 -0.179 1.1 -1.0 0.5 0.048
H -0.983 -0.922 0.978 1.4 1.1 -2.4 0.157
H -0.996 -0.620 -0.853 -0.4 -1.0 -1.4 0.073
```
Positions in Å, forces in eV/Å.

energy relative to the best compared isomer or geometry (same formula, charge and spin)	1.034	eV

=====

The following is a DFT calculation (ωB97M-V/def2-TZVPD) of a cluster of 2 separate species, C23H26F3N3O in total at a distorted geometry.

The geometry in XYZ format:
```
56
Properties=species:S:1:pos:R:3:forces:R:3:lowdin_charge:R:1
C -7.159 -1.565 0.127 0.3 -0.1 0.3 -0.158
C -6.993 -1.893 -1.356 0.3 0.3 -0.5 -0.156
C -5.534 -1.526 -1.720 0.0 -0.6 -0.4 -0.156
N -5.055 -0.733 -0.605 0.1 0.1 -0.1 -0.106
C -3.861 -0.061 -0.633 0.5 0.0 0.3 -0.209
C -3.733 1.202 0.005 0.1 -0.3 -0.1 0.000
C -2.517 1.854 0.026 0.3 -0.5 -0.3 -0.015
C -1.331 1.232 -0.475 -1.2 -0.8 0.1 -0.206
C -0.062 1.855 -0.287 0.5 0.9 0.4 0.023
C 1.182 1.152 -0.402 1.0 -0.6 0.0 -0.230
C 1.364 -0.078 0.295 0.0 0.4 -0.4 -0.023
C 2.584 -0.726 0.297 0.3 0.2 -0.4 0.006
C 3.664 -0.212 -0.476 -0.5 0.3 0.7 -0.206
N 4.869 -0.865 -0.481 -0.1 -0.2 0.2 -0.104
C 5.337 -1.731 0.597 0.0 -0.3 0.4 -0.146
C 6.668 -2.328 0.084 -0.1 0.2 0.4 -0.156
C 6.827 -1.880 -1.372 -0.2 0.0 -0.3 -0.156
C 5.714 -0.859 -1.648 0.4 0.3 -0.5 -0.168
C 3.499 1.027 -1.162 0.1 -0.5 0.0 -0.008
C 2.294 1.699 -1.109 -0.7 -0.3 0.4 -0.008
C -1.478 -0.036 -1.137 0.0 0.7 0.3 -0.003
C -2.718 -0.639 -1.253 -0.3 0.2 0.1 -0.002
C -5.991 -0.635 0.500 -0.4 0.5 0.3 -0.154
H -8.115 -1.082 0.335 0.1 -0.2 0.0 0.108
H -7.083 -2.479 0.723 -0.2 0.1 0.0 0.108
H -7.180 -2.948 -1.574 -0.1 0.2 0.0 0.107
H -7.667 -1.273 -1.961 0.1 -0.3 0.1 0.109
H -4.919 -2.434 -1.875 -0.3 0.3 0.1 0.112
H -5.499 -0.954 -2.671 0.1 -0.2 0.5 0.129
H -4.617 1.653 0.457 0.3 -0.1 -0.2 0.108
H -2.463 2.851 0.462 0.1 -0.2 0.0 0.118
H -0.025 2.943 -0.229 0.1 -0.3 -0.7 0.115
H 0.530 -0.495 0.863 0.3 0.2 -0.1 0.126
H 2.724 -1.649 0.869 -0.1 0.5 -0.2 0.107
H 5.513 -1.167 1.540 -0.3 -0.2 -0.6 0.132
H 4.619 -2.540 0.847 0.3 0.4 -0.3 0.109
H 7.489 -1.940 0.698 -0.1 -0.2 -0.1 0.106
H 6.660 -3.419 0.167 0.1 0.2 0.0 0.106
H 7.803 -1.426 -1.551 0.0 -0.2 0.0 0.106
H 6.701 -2.733 -2.046 0.2 0.1 0.1 0.106
H 5.147 -1.143 -2.551 0.0 0.1 0.3 0.126
H 6.123 0.145 -1.838 0.0 -0.2 0.0 0.110
H 4.360 1.461 -1.684 -0.5 -0.2 0.1 0.107
H 2.157 2.641 -1.648 0.2 -0.2 0.3 0.121
H -0.605 -0.520 -1.588 -0.3 0.2 0.3 0.122
H -2.826 -1.613 -1.740 0.1 0.5 0.1 0.109
H -6.341 0.404 0.633 0.0 -0.3 0.0 0.110
H -5.531 -0.938 1.460 0.0 0.1 -0.5 0.131
H -0.914 2.671 1.732 1.1 -0.1 0.2 0.049
N 0.091 2.918 1.812 -2.0 -0.5 -0.8 0.084
C 0.648 2.362 2.888 1.1 -1.2 1.4 -0.473
C 1.108 3.540 3.860 0.5 -0.1 0.1 -0.497
F 1.529 4.662 3.198 -0.4 -1.0 0.8 0.090
F 0.025 3.888 4.629 0.9 -0.1 -0.5 0.098
F 2.114 3.164 4.701 -0.9 0.5 -0.5 0.102
O 0.876 1.194 3.265 -0.7 2.2 -0.9 0.038
```
Positions in Å, forces in eV/Å.

energy relative to the best compared isomer or geometry (same formula, charge and spin)	0.000	eV

=====

The following is a DFT calculation (ωB97M-V/def2-TZVPD) of an isolated molecule of C5H8O.

The geometry in XYZ format:
```
14
Properties=species:S:1:pos:R:3:forces:R:3:lowdin_charge:R:1
O -1.726 -1.551 -0.763 0.0 -0.1 0.0 0.053
C -0.686 -0.815 -0.296 0.2 0.2 0.3 -0.367
C 0.377 -0.232 -1.190 -0.1 0.0 0.0 -0.118
C 0.780 0.996 -0.349 0.1 0.1 0.0 -0.178
C 0.484 0.618 1.129 0.1 0.0 0.1 -0.192
C -0.501 -0.503 0.986 0.0 0.0 0.0 -0.069
H 1.209 -0.946 -1.273 -0.2 0.1 0.0 0.121
H 0.049 0.006 -2.206 -0.1 0.0 0.2 0.114
H 1.816 1.307 -0.499 -0.1 -0.1 0.0 0.103
H 0.135 1.831 -0.648 0.1 -0.1 0.1 0.110
H 0.032 1.464 1.664 0.2 -0.1 0.0 0.103
H 1.381 0.326 1.686 0.0 0.0 -0.1 0.102
H -0.982 -1.034 1.803 -0.2 0.4 0.0 0.110
H -2.367 -1.465 -0.042 -0.2 -0.5 -0.4 0.108
```
Positions in Å, forces in eV/Å.

energy relative to the best compared isomer or geometry (same formula, charge and spin)	0.828	eV

=====

The following is a DFT calculation (ωB97M-V/def2-TZVPD) of a cluster of 2 separate species, C3H8OS2 in total at a distorted geometry.

The geometry in XYZ format:
```
14
Properties=species:S:1:pos:R:3:forces:R:3:lowdin_charge:R:1
S 0.241 -2.621 0.418 -1.2 -1.0 -1.7 0.440
S 1.236 -1.689 1.901 0.1 0.7 0.5 0.440
C -0.893 -1.270 -0.068 0.4 1.7 0.3 -0.533
C 0.772 0.004 1.363 0.3 0.6 0.1 -0.536
C 0.000 0.000 0.000 0.2 0.3 1.0 -0.323
H -1.740 -1.091 0.621 0.4 -0.6 -0.2 0.081
H -1.293 -1.277 -1.100 0.3 -0.9 0.5 0.087
H 1.709 0.591 1.317 -0.6 -0.2 -0.1 0.063
H 0.185 0.375 2.225 0.1 0.1 -0.8 0.065
H -0.645 0.900 -0.015 0.3 -0.3 -0.1 0.110
H 0.708 0.079 -0.847 -0.4 -0.3 0.5 0.107
O 3.589 2.839 -2.364 0.6 -1.0 0.3 -0.090
H 4.273 2.395 -2.915 -0.7 0.4 0.6 0.048
H 3.511 2.273 -1.562 0.1 0.6 -0.9 0.041
```
Positions in Å, forces in eV/Å.

energy relative to the best compared isomer or geometry (same formula, charge and spin)	0.254	eV

=====

The following is a DFT calculation (ωB97M-V/def2-TZVPD) of a structure of composition C5H4CeO2 at a distorted geometry.

The geometry in XYZ format:
```
12
Properties=species:S:1:pos:R:3:forces:R:3:lowdin_spin:R:1
O -0.838 -0.355 2.721 1.7 0.2 -4.1 -0.002
C -0.329 -0.235 1.639 -4.7 0.5 3.3 0.000
C 1.096 -0.155 1.373 3.7 0.4 -3.1 0.000
C 1.528 -0.071 0.098 -5.2 -0.1 1.9 0.018
C 0.803 -0.143 -1.132 1.3 -0.4 -1.2 -0.001
H 1.760 -0.175 2.239 -0.4 -0.1 0.0 0.000
H 0.771 -1.168 -1.533 0.1 0.3 0.2 0.000
H 1.117 0.540 -1.933 -0.1 0.0 0.3 0.000
C -0.903 0.436 -0.854 2.1 -0.1 2.8 -0.010
O -1.359 -0.091 0.363 1.7 -0.2 -0.1 -0.003
Ce -2.951 -0.095 -2.296 -0.2 -0.3 0.2 1.998
H -0.695 1.512 -0.685 0.0 -0.1 -0.2 0.000
```
Positions in Å, forces in eV/Å.

E	-817.608685	Ha
charge	+2
2S+1	3

=====

The following is a DFT calculation (ωB97M-V/def2-TZVPD) of an isolated molecule of C3H10BrP at a distorted geometry.

The geometry in XYZ format:
```
15
Properties=species:S:1:pos:R:3:forces:R:3:lowdin_charge:R:1
C 1.539 0.776 -0.619 -0.7 0.0 0.7 -0.170
C 1.030 -0.182 0.498 -0.4 -0.7 -1.2 -0.806
Br 2.454 -1.487 1.005 -0.3 0.5 0.0 0.584
C -0.205 -0.962 -0.082 1.2 0.9 0.5 -0.472
P -1.772 0.121 0.220 -0.3 -0.4 -0.4 0.657
H 2.151 0.226 -1.342 0.1 0.3 0.3 0.070
H 0.652 1.141 -1.169 0.3 -0.1 0.2 0.059
H 2.023 1.666 -0.197 0.3 -0.4 -0.3 0.076
H 0.788 0.350 1.425 0.1 -0.2 -0.2 0.059
H -0.027 -1.008 -1.171 -0.2 -0.4 0.4 0.064
H -0.290 -1.966 0.359 -0.2 0.3 -0.2 0.051
H -2.239 -0.237 -1.099 0.0 0.1 0.3 -0.024
H -0.975 1.293 0.438 0.0 -0.2 0.0 -0.019
H -2.181 -0.684 1.333 0.2 0.2 -0.1 -0.020
H -2.948 0.952 0.400 -0.2 0.0 0.0 -0.110
```
Positions in Å, forces in eV/Å.

energy relative to the best compared isomer or geometry (same formula, charge and spin)	0.323	eV

=====

The following is a DFT calculation (ωB97M-V/def2-TZVPD) of an isolated molecule of BH4NO at a distorted geometry.

The geometry in XYZ format:
```
7
Properties=species:S:1:pos:R:3:forces:R:3:lowdin_charge:R:1
B 0.105 0.191 -0.408 -0.1 0.3 -1.7 -0.550
N -0.299 -0.355 0.807 -4.6 -3.4 -1.6 0.142
O 1.350 0.695 -0.216 2.6 1.9 -3.5 0.030
H -0.446 0.302 -1.648 0.7 -0.6 2.6 0.100
H -1.069 -1.083 0.895 1.3 1.7 -0.4 0.108
H -0.036 -0.096 1.692 1.4 0.9 2.0 0.037
H 1.783 1.019 -1.095 -1.3 -0.7 2.6 0.134
```
Positions in Å, forces in eV/Å.

energy relative to the best compared isomer or geometry (same formula, charge and spin)	0.607	eV